A cluster of 6 separate species, C14H39NO7S6 in total, computed with wB97M-V/def2-TZVPD.

The value obtained for the highest occupied orbital energy is -7.99 eV. For the HOMO-LUMO gap, the calculation gives 8.359 eV. As for the calculated total energy: -3527.2584 a.u. The value obtained for the relative energy (zero: lowest compared OMol25 entry of this formula, charge and spin) is 0.0 kcal per mole.

Geometry as ORCA input:
```
! RIJCOSX wB97M-V def2-TZVPD def2/J DEFGRID3
* xyz 0 1
C 4.5113 -0.2265 -4.2281
C 4.4117 0.7295 -5.4184
S 2.8316 0.8020 -6.2921
C 1.6903 1.5297 -5.0950
N 1.2260 0.6671 -4.0082
C 0.7215 -0.5515 -4.3866
O -0.1303 -0.7233 -5.2319
O 1.2207 -1.5893 -3.6362
H 5.4774 -0.0725 -3.7315
H 4.4810 -1.2705 -4.5574
H 3.7367 -0.0645 -3.4780
H 5.1065 0.3913 -6.1965
H 4.7412 1.7321 -5.1293
H 2.1205 2.4292 -4.6467
H 0.8282 1.8572 -5.6838
H 1.9023 0.5856 -3.2533
H 1.3557 -2.3303 -4.2442
C 2.8029 -0.4836 1.1061
S 2.2638 -0.9069 -0.5455
O 2.1439 0.3858 -1.2941
C 0.6032 -1.4094 -0.1147
H 3.8225 -0.1073 1.0299
H 2.1456 0.2775 1.5200
H 2.7725 -1.3842 1.7185
H 0.0813 -0.5892 0.3768
H 0.6609 -2.2755 0.5446
H 0.0956 -1.6792 -1.0401
C -3.4628 3.7770 -5.4344
S -2.0795 2.7906 -4.8455
O -1.0157 2.9023 -5.8802
C -2.8560 1.1943 -5.0874
H -3.1576 4.8210 -5.4100
H -3.7053 3.4848 -6.4559
H -4.3181 3.6275 -4.7753
H -3.1439 1.0913 -6.1334
H -3.7243 1.1143 -4.4322
H -2.1182 0.4352 -4.8375
C 1.8219 -6.1584 2.7820
S 2.7421 -4.6184 2.8663
O 1.9650 -3.6184 2.0860
C 4.0970 -5.1436 1.8111
H 0.9009 -6.0208 3.3443
H 1.5915 -6.3840 1.7411
H 2.4116 -6.9573 3.2312
H 3.7029 -5.4406 0.8396
H 4.6266 -5.9697 2.2854
H 4.7683 -4.2956 1.6942
C -1.4574 -0.0735 4.7046
S -1.2574 0.3193 2.9681
O 0.2054 0.4071 2.7048
C -1.8660 2.0013 3.0768
H -1.0846 -1.0842 4.8605
H -0.8749 0.6277 5.3042
H -2.5153 -0.0194 4.9622
H -1.2508 2.5571 3.7855
H -2.9080 1.9808 3.3976
H -1.7804 2.4436 2.0863
C -3.7093 3.2660 6.8153
S -4.2831 1.5757 6.6238
O -4.4468 1.3416 5.1620
C -5.9280 1.8487 7.2860
H -2.6997 3.3187 6.4130
H -4.3663 3.9353 6.2604
H -3.6964 3.5251 7.8737
H -6.4293 2.6176 6.6991
H -5.8506 2.1470 8.3313
H -6.4720 0.9099 7.2108
*
```


A structure of composition C14H40AlN4O11P2 in a non-equilibrium geometry, computed with wB97M-V/def2-TZVPD.

The value obtained for the highest occupied orbital energy is -4.70 eV. For the HOMO-LUMO gap, the calculation gives 4.823 eV. As for the calculated total energy: -2529.2453 a.u. The value obtained for the relative energy (zero: lowest compared OMol25 entry of this formula, charge and spin) is 58.4 kcal per mole.

Geometry as ORCA input:
```
! RIJCOSX wB97M-V def2-TZVPD def2/J DEFGRID3
* xyz -1 1
N 0.9486 0.6128 -0.0051
C 2.1239 -0.1524 0.4863
N 1.9640 -1.5958 0.0999
N 3.4121 0.3246 -0.1375
C 2.3044 0.0314 2.0511
Al 2.9058 1.9943 2.3439
O 4.7488 2.1845 2.0215
O 2.4981 2.4811 4.1515
N 2.2637 3.7960 4.2168
O 3.0447 4.4285 3.5540
H 0.6990 0.3101 -0.9500
H 1.1540 1.6180 0.0048
H 1.8147 -1.5695 -0.9164
H 1.1009 -1.9630 0.5248
H 3.8442 -0.5228 -0.5236
H 3.0942 0.8700 -0.9524
H 1.3434 -0.1675 2.6212
H 3.1186 -0.6116 2.4881
H 2.0371 2.9677 1.3946
H 5.1608 2.6642 2.7550
O -2.0246 -1.8316 3.1366
P -2.8934 -1.9310 4.3912
O -1.7045 -2.3821 5.4498
C -0.7043 -1.4307 5.7994
C -1.2841 -0.2602 6.5708
O -3.5376 -3.4140 4.0041
C -3.8929 -3.6944 2.6510
C -2.8810 -4.6466 2.0402
O -4.0169 -1.8112 5.6689
C -4.5183 -2.9075 6.4273
C -3.5597 -3.4217 7.4834
H -0.1871 -1.0839 4.9004
H 0.0303 -1.9474 6.4190
H -1.9706 0.3195 5.9441
H -0.4907 0.4049 6.9157
H -1.8545 -0.6066 7.4350
H -3.9742 -2.7759 2.0658
H -4.8815 -4.1616 2.6570
H -1.8591 -4.2881 2.1739
H -3.0703 -4.7828 0.9726
H -2.9382 -5.6229 2.5298
H -4.8800 -3.7163 5.7937
H -5.4042 -2.5186 6.9398
H -2.7607 -4.0156 7.0387
H -4.0904 -4.0669 8.1892
H -3.1023 -2.6001 8.0362
O 1.9901 1.4900 -4.1635
P 1.7594 1.6991 -5.6614
O 0.8199 3.0581 -5.5520
C 1.4243 4.2704 -5.1215
C 2.4595 4.7705 -6.1120
O 0.5896 0.5279 -5.7938
C 0.7415 -0.6986 -5.0785
C -0.2119 -0.7256 -3.8985
O 1.7838 1.8267 -7.3615
C 0.6596 1.6351 -8.2162
C -0.2914 2.8148 -8.2654
H 1.8687 4.1344 -4.1314
H 0.6275 5.0090 -5.0217
H 3.3071 4.0796 -6.1743
H 2.8373 5.7502 -5.8133
H 2.0349 4.8475 -7.1145
H 1.7747 -0.8410 -4.7545
H 0.5033 -1.5159 -5.7642
H -0.1186 0.1714 -3.2838
H -0.0300 -1.6025 -3.2723
H -1.2471 -0.7587 -4.2487
H 0.1299 0.7086 -7.9992
H 1.0819 1.5031 -9.2176
H -0.9065 2.8665 -7.3666
H -0.9689 2.7149 -9.1179
H 0.2511 3.7568 -8.3581
*
```


A cluster of 6 separate species, C14H40BFO9S in total in a non-equilibrium geometry, computed with wB97M-V/def2-TZVPD.

The value obtained for the highest occupied orbital energy is -9.91 eV. For the HOMO-LUMO gap, the calculation gives 10.173 eV. As for the calculated total energy: -1757.3496 a.u.

Geometry as ORCA input:
```
! RIJCOSX wB97M-V def2-TZVPD def2/J DEFGRID3
* xyz 0 1
C -1.9196 -0.3897 -2.5642
B -2.0226 0.4743 -1.1705
O -3.1031 1.5221 -1.1220
O -1.2053 0.3011 0.0446
S 0.4113 -0.1100 -0.3053
O 0.6559 -1.4331 0.5205
O 1.5225 1.0844 0.2221
C 2.9288 0.5848 0.1006
C 3.4814 0.6391 -1.4711
C 4.9573 -0.0765 -1.6618
F 5.6042 -0.4691 -0.3867
H -2.0438 0.3897 -3.4586
H -2.8211 -1.1544 -2.6439
H -0.8979 -0.9298 -2.7462
H -3.7607 1.1308 -0.4443
H 3.5765 1.3560 0.7399
H 3.0846 -0.4793 0.5625
H 2.6990 0.0932 -2.1523
H 3.5723 1.8036 -1.7171
H 4.7804 -1.0386 -2.3350
H 5.6394 0.6668 -2.2996
C -3.7668 0.1033 3.7560
C -4.0761 0.5824 2.3529
O -5.2496 -0.0549 1.8703
H -3.6257 -0.9825 3.7695
H -2.8621 0.5819 4.1411
H -4.5983 0.3247 4.4331
H -3.2524 0.3396 1.6752
H -4.2313 1.6654 2.3333
H -5.9769 0.1739 2.4742
C 4.9393 0.5492 5.0227
C 4.3531 1.5894 4.0909
O 5.2016 1.7664 2.9662
H 5.9359 0.8527 5.3600
H 4.2992 0.4042 5.8975
H 5.0559 -0.4102 4.5082
H 4.2589 2.5519 4.6023
H 3.3620 1.2871 3.7390
H 5.2719 0.9081 2.5141
C 0.2836 -4.2463 -2.2283
C 1.7535 -3.8813 -2.2321
O 1.9671 -2.7202 -1.4431
H -0.3189 -3.4207 -2.6212
H 0.1013 -5.1371 -2.8359
H -0.0655 -4.4378 -1.2083
H 2.0927 -3.6694 -3.2503
H 2.3614 -4.6968 -1.8285
H 1.6706 -2.9215 -0.5389
C -1.3440 3.6791 3.5232
C -0.0202 3.3708 4.1913
O 0.0753 1.9798 4.4599
H -2.1784 3.3714 4.1621
H -1.4353 4.7485 3.3134
H -1.4418 3.1259 2.5834
H 0.0640 3.9083 5.1404
H 0.8191 3.6636 3.5532
H 0.0080 1.5118 3.6099
C -4.1727 -0.4519 -6.8529
C -3.4648 -1.7354 -6.4714
O -3.2210 -1.7577 -5.0727
H -3.5697 0.4181 -6.5724
H -4.3640 -0.4170 -7.9291
H -5.1262 -0.3629 -6.3222
H -2.5027 -1.8098 -6.9869
H -4.0671 -2.6096 -6.7368
H -4.0821 -1.6997 -4.6241
*
```


A structure of composition C14H40CuN2O9P in a non-equilibrium geometry, computed with wB97M-V/def2-TZVPD.

The value obtained for the highest occupied orbital energy (spin up / spin down) is 4.32 / 1.75 eV. For the HOMO-LUMO gap (spin up / spin down), the calculation gives 1.228 / 3.788 eV. As for the calculated total energy: -3325.7987 a.u.

Geometry as ORCA input:
```
! RIJCOSX wB97M-V def2-TZVPD def2/J DEFGRID3
* xyz -3 2
Cu 0.7667 0.6661 -0.6926
P 2.8600 2.2177 -0.1956
O 4.0617 1.2064 -0.3196
O 1.9021 1.7464 0.9643
O 2.1099 2.1865 -1.5677
O 3.4663 3.6058 0.2419
C 2.3661 -1.7186 4.0954
C 1.9060 -1.1089 2.7487
O 1.4354 0.2009 2.9213
H 2.8678 -2.6733 3.9375
H 1.4949 -1.8507 4.7371
H 3.0477 -1.0529 4.6248
H 1.2857 -1.7839 2.1590
H 2.7986 -1.0010 2.1325
H 1.6363 0.6456 2.0946
C 2.0803 -3.1262 -1.7013
C 2.9497 -1.9148 -1.4224
O 2.5479 -1.0965 -0.3537
H 2.6328 -3.8188 -2.3363
H 1.1745 -2.8060 -2.2161
H 1.8140 -3.7303 -0.8340
H 3.0268 -1.3621 -2.3587
H 3.9480 -2.2844 -1.1877
H 3.1570 -0.3546 -0.3664
C -0.4268 0.6436 -5.0881
C -0.0922 1.2165 -3.7208
O 1.0945 0.5958 -3.3357
H -1.2760 1.1624 -5.5329
H -0.6450 -0.4241 -5.0631
H 0.3457 0.7250 -5.8526
H -0.8768 1.1674 -2.9658
H 0.0806 2.2777 -3.9002
H 1.5975 1.2665 -2.8680
C -1.8312 1.8167 2.0127
C -1.8758 2.7597 0.8113
C -1.9166 4.2659 1.2813
O -3.2004 4.6705 1.6809
C -3.2319 5.9633 2.2853
N -0.6686 2.4987 -0.0029
H -2.0514 0.7761 1.7745
H -2.6060 2.0873 2.7300
H -0.8337 1.8554 2.4503
H -2.7038 2.5931 0.1224
H -1.7480 4.9296 0.4333
H -1.2034 4.5301 2.0622
H -2.5431 6.1067 3.1178
H -4.2137 6.3531 2.5540
H -2.8245 6.6960 1.5887
H 0.1253 2.5506 0.6193
H -0.5298 3.3130 -0.5840
C -2.7454 -1.5480 0.0465
C -1.2878 -2.0223 0.4371
C -1.0683 -3.6015 0.5433
O -1.5619 -4.2080 -0.6529
C -1.2099 -5.5879 -0.7822
N -0.3597 -1.4241 -0.4276
H -3.0082 -1.9825 -0.9180
H -2.7991 -0.4832 -0.1802
H -3.4757 -1.6376 0.8507
H -1.0552 -1.5891 1.4099
H -1.5044 -4.0097 1.4551
H 0.0077 -3.7499 0.6346
H -1.6723 -6.0010 -1.6786
H -1.5352 -6.1221 0.1105
H -0.1380 -5.7232 -0.9265
H 0.6168 -1.6492 -0.3020
H -0.4842 -1.8500 -1.3349
*
```